[1]
{
  "formula": "C3H7NS2",
  "method": "the ωB97M-V functional and the def2-TZVPD basis",
  "mol_weight_g_mol": 121.2,
  "smiles": "CSC(=S)CN",
  "e_above_lowest_kj_mol": 77.86,
  "energy_ev": -26384.3684,
  "homo_energy_ev": -8.5,
  "orbital_gap_ev": 8.56,
  "species": ["C", "S", "C", "S", "C", "N", "H", "H", "H", "H", "H", "H", "H"],
  "coordinates": [[2.291, -0.284, 0.098], [0.785, -1.224, -0.125], [-0.484, -0.107, 0.192], [-2.011, -0.542, -0.060], [-0.158, 1.331, 0.613], [0.306, 2.102, -0.514], [2.201, 0.628, -0.501], [3.053, -0.875, -0.412], [2.543, -0.135, 1.171], [-1.107, 1.784, 1.107], [0.638, 1.321, 1.439], [-0.297, 2.116, -1.345], [0.553, 3.053, -0.308]]
}

***

[2]
{
  "formula": "C4H11INO",
  "method": "the ωB97M-V functional and the def2-TZVPD basis",
  "mol_weight_g_mol": 216.0,
  "charge": 1,
  "e_above_lowest_kj_mol": 225.53,
  "energy_ev": -15955.6667,
  "homo_energy_ev": -13.6,
  "orbital_gap_ev": 10.31,
  "species": ["C", "C", "C", "C", "N", "O", "I", "H", "H", "H", "H", "H", "H", "H", "H", "H", "H", "H"],
  "coordinates": [[-0.431, -1.735, 0.734], [-1.738, 0.319, 0.362], [1.071, 1.696, -1.162], [0.830, 0.394, 0.389], [-0.423, -0.434, 0.087], [1.881, -0.385, 0.548], [1.701, 0.501, -2.838], [-0.708, -1.522, 1.776], [-1.289, -2.488, 0.399], [0.413, -2.328, 0.607], [-2.622, -0.299, 0.121], [-1.813, 0.598, 1.428], [-1.803, 1.215, -0.352], [0.263, 2.416, -1.281], [1.966, 2.298, -0.944], [0.703, 0.922, 1.323], [-0.343, -0.592, -0.954], [2.342, -0.578, -0.245]]
}

***

[3]
{
  "formula": "C8H33N9O8",
  "method": "the ωB97M-V functional and the def2-TZVPD basis",
  "mol_weight_g_mol": 383.4,
  "e_above_lowest_kj_mol": 3567.45,
  "energy_ev": -38589.0568,
  "homo_energy_ev": -7.0,
  "orbital_gap_ev": 5.67,
  "species": ["C", "O", "N", "N", "H", "H", "H", "H", "C", "O", "N", "N", "H", "H", "H", "H", "C", "O", "N", "N", "H", "H", "H", "H", "C", "O", "N", "N", "H", "H", "H", "H", "C", "C", "C", "O", "C", "N", "H", "H", "H", "H", "H", "H", "H", "H", "H", "H", "H", "O", "H", "H", "O", "H", "H", "O", "H", "H"],
  "coordinates": [[0.567, 1.418, -2.829], [1.750, 1.412, -3.070], [-0.453, 1.061, -3.624], [0.143, 1.857, -1.672], [-1.404, 1.253, -3.344], [-0.387, 0.657, -4.547], [0.898, 2.366, -1.234], [-0.771, 2.084, -1.308], [-2.096, -0.179, 2.464], [-2.676, -0.664, 3.399], [-1.779, 1.084, 2.314], [-1.598, -0.893, 1.486], [-1.221, 1.517, 1.592], [-2.042, 1.653, 3.106], [-1.061, -0.464, 0.747], [-1.808, -1.880, 1.438], [2.710, 0.221, -0.686], [3.233, 1.203, -0.183], [1.999, 0.179, -1.760], [2.786, -1.009, -0.119], [1.756, 1.107, -2.075], [1.638, -0.694, -2.116], [3.225, -1.112, 0.785], [2.370, -1.774, -0.631], [-1.718, -0.881, -2.871], [-1.337, -1.120, -1.751], [-1.402, -1.658, -3.961], [-2.395, 0.149, -3.267], [-1.720, -1.436, -4.894], [-0.711, -2.392, -3.888], [-2.571, 0.899, -2.614], [-2.626, 0.237, -4.246], [1.382, -1.224, 1.284], [0.929, 0.106, 1.848], [1.660, 0.551, 3.192], [1.351, -0.383, 4.284], [0.044, -0.336, 4.782], [1.292, 0.998, 0.782], [1.109, -2.163, 1.767], [2.470, -1.273, 1.269], [0.924, -1.448, 0.321], [-0.142, 0.179, 2.040], [1.578, 1.592, 3.504], [2.725, 0.439, 2.985], [-0.665, -0.606, 3.999], [-0.228, 0.703, 4.969], [-0.098, -0.819, 5.748], [1.089, 0.557, -0.103], [2.278, 1.113, 0.599], [-2.019, -2.490, -0.571], [-2.849, -2.528, -1.045], [-1.509, -1.824, -1.033], [-0.793, 1.636, 0.811], [-0.059, 1.196, 1.239], [-0.603, 1.564, -0.125], [-0.385, 0.179, -0.683], [-1.052, -0.316, -1.159], [0.271, 0.396, -1.345]]
}

***

[4]
{
  "formula": "C20H22N4O2RhSSi",
  "method": "the ωB97M-V functional and the def2-TZVPD basis",
  "mol_weight_g_mol": 513.5,
  "charge": 1,
  "e_above_lowest_kj_mol": 274.56,
  "energy_ev": -52866.5867,
  "homo_energy_ev": [-11.9, -11.7],
  "orbital_gap_ev": [7.07, 6.92],
  "species": ["Rh", "N", "N", "C", "O", "O", "H", "H", "H", "C", "C", "C", "C", "C", "C", "Si", "C", "C", "C", "C", "C", "C", "H", "H", "H", "H", "H", "H", "H", "H", "H", "H", "H", "N", "C", "S", "N", "C", "C", "C", "C", "C", "C", "H", "H", "H", "H", "H", "H", "H", "H"],
  "coordinates": [[0.034, 0.721, 1.545], [-1.045, 2.737, 1.190], [-1.792, 2.863, 2.379], [-1.188, 2.377, 3.558], [-1.508, 2.876, 4.605], [-0.385, 1.337, 3.404], [-0.331, 3.456, 1.120], [-1.655, 2.826, 0.390], [-2.228, 3.764, 2.521], [4.874, 3.325, -1.033], [3.842, 2.730, -1.758], [3.027, 1.790, -1.154], [3.239, 1.432, 0.187], [4.273, 2.045, 0.911], [5.093, 2.981, 0.296], [2.253, 0.145, 1.013], [2.207, -1.380, -0.046], [3.342, -2.193, 0.026], [3.384, -3.401, -0.657], [2.299, -3.808, -1.423], [1.175, -2.999, -1.522], [1.128, -1.790, -0.838], [5.510, 4.060, -1.510], [3.682, 2.999, -2.795], [2.243, 1.312, -1.732], [4.450, 1.780, 1.949], [5.899, 3.442, 0.852], [2.949, -0.169, 2.274], [4.201, -1.887, 0.617], [4.267, -4.027, -0.588], [2.332, -4.757, -1.945], [0.333, -3.309, -2.132], [0.244, -1.172, -0.930], [-3.135, -0.127, 2.879], [-2.843, -0.603, 1.678], [-1.242, -1.227, 1.431], [-3.792, -0.602, 0.756], [-3.829, -1.098, -0.593], [-3.016, -2.112, -1.075], [-3.163, -2.523, -2.394], [-4.113, -1.944, -3.222], [-4.938, -0.946, -2.720], [-4.797, -0.525, -1.409], [-2.401, -0.075, 3.570], [-4.031, 0.273, 3.114], [-4.656, -0.157, 1.030], [-2.294, -2.602, -0.436], [-2.536, -3.322, -2.768], [-4.219, -2.275, -4.247], [-5.696, -0.497, -3.349], [-5.445, 0.255, -1.019]]
}

***

[5]
{
  "formula": "C5H3ClS",
  "method": "the ωB97M-V functional and the def2-TZVPD basis",
  "mol_weight_g_mol": 130.6,
  "smiles": "S=C1C=CC(Cl)=C1",
  "e_above_lowest_kj_mol": 11.50,
  "energy_ev": -28589.6307,
  "homo_energy_ev": -9.2,
  "orbital_gap_ev": 7.55,
  "species": ["S", "C", "C", "C", "C", "Cl", "C", "H", "H", "H"],
  "coordinates": [[-2.734, -0.797, 0.018], [-1.210, -0.349, -0.018], [-0.667, 1.056, -0.028], [0.684, 1.040, -0.015], [1.087, -0.396, -0.016], [2.773, -0.761, 0.020], [0.022, -1.229, -0.051], [-1.326, 1.903, 0.144], [1.396, 1.839, -0.019], [-0.025, -2.306, -0.036]]
}

***

[6]
{
  "formula": "C6H7Cl",
  "method": "the ωB97M-V functional and the def2-TZVPD basis",
  "mol_weight_g_mol": 114.6,
  "smiles": "CC1=CC=C(Cl)C1",
  "e_above_lowest_kj_mol": 54.76,
  "energy_ev": -18856.4932,
  "homo_energy_ev": -8.4,
  "orbital_gap_ev": 9.33,
  "species": ["C", "C", "C", "C", "C", "Cl", "C", "H", "H", "H", "H", "H", "H", "H"],
  "coordinates": [[0.901, -0.257, 1.165], [-0.093, 0.064, 0.063], [-0.342, 1.235, -0.560], [-1.268, 1.061, -1.719], [-1.487, -0.228, -1.823], [-2.474, -1.141, -2.973], [-0.705, -0.928, -0.844], [1.128, -1.375, 1.078], [0.426, -0.080, 2.176], [1.707, 0.508, 1.116], [-0.082, 2.255, -0.201], [-1.734, 1.856, -2.290], [0.143, -1.613, -1.136], [-1.361, -1.540, -0.312]]
}